Molecular formula: C3H3Br2NO
Method: DFT, ωB97M-V with the def2-TZVPD basis set

As for the HOMO energy: -9.064 eV. The SMILES is O=C(Br)[C@H]1CN1Br. The molar mass comes out at 228.9 g/mol. The lowest unoccupied orbital energy is -0.13 eV. Its total charge is 0. Its HOMO-LUMO gap is 8.94 eV. For the energy above the lowest of the compared OMol25 structures with the same formula, charge and spin, the calculation gives 57.0 kcal/mol.

Last column: natural (NBO) charge in e.
CARTESIAN COORDINATES (ANGSTROEM)
O: -0.767 -1.357 1.135  -0.51
C: -1.159 -0.700 0.221  0.46
Br: -2.358 -1.579 -0.945  0.02
C: -0.454 0.556 -0.259  -0.19
C: 0.675 0.814 0.595  -0.24
N: 1.016 0.208 -0.640  -0.53
Br: 2.104 -1.126 -0.997  0.28
H: -0.742 1.092 -1.171  0.27
H: 1.096 1.857 0.598  0.21
H: 0.589 0.235 1.463  0.23


Molecular formula: C3H3Br2NO
Method: DFT, ωB97M-V with the def2-TZVPD basis set

As for the HOMO energy: -9.557 eV. The SMILES is [O-][N+]#CBr.C=CBr. The molar mass comes out at 228.9 g/mol. The lowest unoccupied orbital energy is -0.31 eV. Its total charge is 0. Its HOMO-LUMO gap is 9.25 eV. For the energy above the lowest of the compared OMol25 structures with the same formula, charge and spin, the calculation gives 82.4 kcal/mol.

Last column: natural (NBO) charge in e.
CARTESIAN COORDINATES (ANGSTROEM)
O: -0.379 -2.374 -0.615  -0.37
N: -1.133 -1.526 -0.288  0.18
C: -1.932 -0.960 0.367  0.00
Br: -3.358 0.211 0.463  0.19
C: 1.440 0.296 0.481  -0.40
C: 0.998 1.062 -0.512  -0.29
Br: -0.269 2.409 -0.246  0.04
H: 2.214 -0.423 0.304  0.21
H: 1.126 0.343 1.561  0.21
H: 1.293 0.960 -1.515  0.21


Molecular formula: C3H3Br3
Method: DFT, ωB97M-V with the def2-TZVPD basis set

As for the HOMO energy: -9.844 eV. The molar mass comes out at 278.8 g/mol. The lowest unoccupied orbital energy is 0.12 eV. Its total charge is 0. Its HOMO-LUMO gap is 9.97 eV. For the energy above the lowest of the compared OMol25 structures with the same formula, charge and spin, the calculation gives 14.9 kcal/mol.

Last column: natural (NBO) charge in e.
CARTESIAN COORDINATES (ANGSTROEM)
C: 0.053 0.116 -0.828  -0.31
C: 1.166 0.150 -0.120  -0.19
C: -1.206 0.034 -0.138  -0.31
Br: 2.867 -0.049 -0.946  0.04
Br: -2.290 -1.563 -0.592  0.01
Br: -2.370 1.568 -0.573  0.03
H: -0.112 -0.006 -1.955  0.26
H: 1.355 0.121 0.871  0.22
H: -1.278 -0.170 0.987  0.26


Molecular formula: C3H3Br3F2
Method: DFT, ωB97M-V with the def2-TZVPD basis set

As for the HOMO energy (spin up / spin down): -9.238 / -9.255 eV. The molar mass comes out at 316.8 g/mol. The lowest unoccupied orbital energy (spin up / spin down) is -0.44 / -1.53 eV. Its total charge is 0. Its HOMO-LUMO gap (spin up / spin down) is 8.80 / 7.73 eV. For the energy above the lowest of the compared OMol25 structures with the same formula, charge and spin, the calculation gives 79.4 kcal/mol.

Last column: natural (NBO) charge in e.
CARTESIAN COORDINATES (ANGSTROEM)
C: -1.910 0.330 -0.081  -0.43
C: 0.493 -0.833 -0.001  -0.36
C: 1.396 0.242 0.337  0.60
F: 1.309 0.682 1.570  -0.31
F: 2.701 0.024 0.216  -0.32
Br: 0.578 -2.177 1.249  0.19
Br: 0.470 -1.223 -1.848  0.16
Br: 1.044 1.794 -0.974  -0.08
H: -1.328 0.838 -0.843  0.19
H: -2.338 0.982 0.666  0.18
H: -2.415 -0.661 -0.292  0.19


Molecular formula: C3H3Br3O2S
Method: DFT, ωB97M-V with the def2-TZVPD basis set

As for the HOMO energy (spin up / spin down): -8.630 / -8.476 eV. The molar mass comes out at 342.8 g/mol. The lowest unoccupied orbital energy (spin up / spin down) is -1.09 / -1.17 eV. Its total charge is 0. Its HOMO-LUMO gap (spin up / spin down) is 7.54 / 7.31 eV. For the energy above the lowest of the compared OMol25 structures with the same formula, charge and spin, the calculation gives 99.0 kcal/mol.

Last column: natural (NBO) charge in e.
CARTESIAN COORDINATES (ANGSTROEM)
C: -2.405 -0.255 -1.280  -0.48
C: -4.010 0.332 0.327  0.01
C: -1.224 -0.800 1.897  -0.79
O: -2.884 0.986 0.671  -0.75
O: -0.530 1.168 0.173  -0.86
S: -1.600 0.149 0.281  1.83
Br: -2.223 -2.056 -1.701  0.09
Br: -4.724 -0.828 1.647  0.12
Br: -5.133 1.682 -0.745  0.06
H: -2.063 -1.410 2.295  0.26
H: -0.351 -1.353 1.983  0.25
H: -1.039 0.096 2.458  0.25


Molecular formula: C3H3Br3O2S
Method: DFT, ωB97M-V with the def2-TZVPD basis set

As for the HOMO energy: -9.607 eV. The molar mass comes out at 342.8 g/mol. The lowest unoccupied orbital energy is -0.25 eV. Its total charge is 0. Its HOMO-LUMO gap is 9.35 eV. For the energy above the lowest of the compared OMol25 structures with the same formula, charge and spin, the calculation gives 0.0 kcal/mol.

Last column: natural (NBO) charge in e.
CARTESIAN COORDINATES (ANGSTROEM)
C: -1.314 -0.374 0.102  -0.35
C: -1.944 0.784 0.084  -0.31
C: 1.778 -0.029 0.498  -0.80
O: 0.718 0.275 -2.026  -0.88
O: 0.832 -2.041 -1.006  -0.89
S: 0.667 -0.582 -0.866  2.05
Br: -1.932 -1.994 0.758  0.17
Br: -3.454 1.209 1.097  0.14
Br: -1.086 2.338 -0.590  0.12
H: 1.361 0.881 0.898  0.25
H: 1.779 -0.859 1.059  0.25
H: 2.595 0.389 -0.008  0.26


Please write out number 4 again, unchanged.
Molecular formula: C3H3Br3F2
Method: DFT, ωB97M-V with the def2-TZVPD basis set

As for the HOMO energy (spin up / spin down): -9.238 / -9.255 eV. The molar mass comes out at 316.8 g/mol. The lowest unoccupied orbital energy (spin up / spin down) is -0.44 / -1.53 eV. Its total charge is 0. Its HOMO-LUMO gap (spin up / spin down) is 8.80 / 7.73 eV. For the energy above the lowest of the compared OMol25 structures with the same formula, charge and spin, the calculation gives 79.4 kcal/mol.

Last column: natural (NBO) charge in e.
CARTESIAN COORDINATES (ANGSTROEM)
C: -1.910 0.330 -0.081  -0.43
C: 0.493 -0.833 -0.001  -0.36
C: 1.396 0.242 0.337  0.60
F: 1.309 0.682 1.570  -0.31
F: 2.701 0.024 0.216  -0.32
Br: 0.578 -2.177 1.249  0.19
Br: 0.470 -1.223 -1.848  0.16
Br: 1.044 1.794 -0.974  -0.08
H: -1.328 0.838 -0.843  0.19
H: -2.338 0.982 0.666  0.18
H: -2.415 -0.661 -0.292  0.19


Question: Number 6 is which compound?
Answer: C3H3Br3O2S